The following is a quantum chemistry calculation of a cluster of 13 separate species, C68H175N13O21 in total at a distorted geometry, from the OMol25 dataset.

**ΔE to the lowest compared entry with this formula, charge and spin**: 1178.41 kJ/mol
**HOMO energy**: -8.407 eV
**Strongest force on any atom**: 0.0957 Eh/bohr
**Gap between HOMO and LUMO**: 8.5 eV

Geometry as XYZ:
```
277
C68H175N13O21 | the OMol25 dataset | ωB97M-V/def2-TZVPD
C 6.119 -4.816 -0.544
O 6.968 -6.016 -0.436
C 8.204 -5.666 0.052
C 9.166 -6.861 0.214
N 8.769 -7.703 1.338
C 8.473 -9.160 1.068
C 9.500 -9.972 0.213
O 9.228 -11.383 0.484
C 10.121 -12.346 -0.012
H 5.132 -5.135 -0.878
H 6.384 -4.070 -1.293
H 5.979 -4.316 0.415
H 8.052 -5.207 1.029
H 8.664 -4.927 -0.604
H 10.219 -6.732 0.464
H 9.262 -7.410 -0.723
H 7.993 -7.176 1.714
H 7.481 -9.287 0.634
H 8.450 -9.680 2.025
H 10.398 -9.665 0.750
H 9.388 -9.663 -0.826
H 11.146 -12.089 0.253
H 10.013 -12.431 -1.094
H 9.838 -13.301 0.432
C -3.188 -3.909 4.072
O -3.714 -2.649 4.234
C -4.841 -2.227 3.355
C -6.021 -3.225 3.246
N -6.368 -3.631 4.598
C -7.479 -2.807 5.225
C -8.832 -3.308 4.769
O -9.757 -2.240 4.685
C -11.052 -2.665 4.881
H -2.407 -4.096 4.809
H -2.834 -4.026 3.047
H -3.870 -4.724 4.317
H -4.404 -2.060 2.371
H -5.112 -1.288 3.837
H -5.679 -4.127 2.737
H -6.865 -2.774 2.724
H -5.645 -3.298 5.219
H -7.519 -1.729 5.066
H -7.465 -3.043 6.289
H -9.185 -4.152 5.361
H -8.872 -3.724 3.762
H -11.466 -3.522 4.350
H -11.783 -1.980 4.451
H -11.239 -2.799 5.946
C -6.653 7.199 2.227
O -5.673 8.048 2.801
C -4.403 7.675 2.336
C -3.242 8.737 2.717
N -3.525 9.981 1.977
C -2.617 11.036 2.499
C -2.764 12.349 1.714
O -4.027 12.850 1.906
C -4.285 14.032 1.168
H -7.607 7.240 2.751
H -6.417 6.143 2.092
H -6.908 7.610 1.250
H -4.197 7.790 1.272
H -4.153 6.663 2.652
H -2.283 8.447 2.286
H -2.978 8.803 3.772
H -4.503 10.228 2.034
H -1.587 10.742 2.300
H -2.673 11.203 3.575
H -2.514 12.120 0.678
H -1.973 13.076 1.902
H -5.265 14.498 1.269
H -4.185 13.936 0.086
H -3.501 14.672 1.570
C -6.550 -3.491 -5.423
O -6.556 -2.166 -4.789
C -5.314 -1.838 -4.391
C -5.284 -0.570 -3.358
N -5.682 -0.807 -1.977
C -5.785 0.497 -1.207
C -7.290 0.800 -1.323
O -7.917 -0.292 -0.640
C -9.155 0.164 -0.035
H -6.676 -4.217 -4.620
H -5.542 -3.653 -5.804
H -7.282 -3.566 -6.227
H -4.785 -1.797 -5.343
H -4.833 -2.550 -3.720
H -5.967 0.103 -3.875
H -4.280 -0.145 -3.350
H -6.639 -1.128 -1.937
H -5.064 1.147 -1.703
H -5.531 0.398 -0.151
H -7.653 0.938 -2.342
H -7.381 1.847 -1.033
H -8.983 1.017 0.621
H -9.497 -0.708 0.523
H -9.858 0.436 -0.823
C 4.385 5.086 -5.203
O 3.360 5.917 -4.849
C 3.645 7.230 -4.911
C 2.515 8.030 -4.233
N 2.723 9.490 -4.231
C 1.772 10.249 -3.472
C 1.947 11.794 -3.506
O 3.042 12.337 -2.769
C 2.817 12.658 -1.465
H 5.171 4.813 -4.500
H 4.868 5.413 -6.124
H 3.861 4.186 -5.524
H 3.708 7.484 -5.969
H 4.609 7.376 -4.424
H 2.448 7.707 -3.194
H 1.587 7.834 -4.770
H 3.685 9.738 -4.052
H 1.914 9.911 -2.445
H 0.790 9.945 -3.834
H 1.037 12.273 -3.145
H 2.042 12.090 -4.551
H 2.242 13.584 -1.429
H 3.740 12.957 -0.968
H 2.358 11.864 -0.877
C -3.069 -12.194 -0.656
O -3.221 -11.234 -1.676
C -4.375 -11.420 -2.491
C -4.660 -9.994 -3.156
N -3.662 -9.813 -4.208
C -3.379 -8.495 -4.734
C -2.378 -8.465 -5.886
O -1.967 -7.206 -6.250
C -1.165 -6.311 -5.428
H -3.505 -11.940 0.310
H -2.030 -12.412 -0.409
H -3.490 -13.155 -0.952
H -5.244 -11.691 -1.890
H -4.060 -12.077 -3.302
H -4.625 -9.182 -2.428
H -5.649 -10.004 -3.615
H -2.954 -10.308 -3.686
H -3.307 -7.638 -4.065
H -4.296 -8.139 -5.203
H -2.938 -8.874 -6.726
H -1.429 -8.998 -5.833
H -0.446 -7.013 -5.006
H -1.617 -5.951 -4.503
H -0.634 -5.558 -6.009
C 7.211 8.614 -1.545
O 5.881 8.841 -1.065
C 5.724 8.465 0.300
C 4.599 9.450 0.772
N 4.835 10.021 2.088
C 5.042 9.136 3.256
C 3.733 8.538 3.743
O 3.828 7.520 4.796
C 4.191 6.257 4.142
H 7.262 8.871 -2.603
H 7.540 7.582 -1.429
H 7.909 9.224 -0.971
H 6.578 8.676 0.943
H 5.600 7.402 0.506
H 3.676 8.877 0.681
H 4.429 10.299 0.109
H 5.721 10.499 1.999
H 5.577 9.603 4.083
H 5.787 8.343 3.176
H 3.170 8.177 2.882
H 3.108 9.392 4.004
H 3.670 6.005 3.218
H 4.146 5.386 4.796
H 5.211 6.468 3.822
C 3.329 -2.018 5.204
O 3.978 -3.109 5.878
C 4.144 -4.330 5.061
C 5.304 -5.101 5.622
N 6.501 -4.470 5.451
C 7.653 -4.913 6.238
C 7.645 -4.260 7.586
O 7.824 -2.834 7.587
C 8.005 -2.179 8.884
H 3.320 -1.137 5.845
H 2.284 -2.184 4.940
H 3.747 -1.860 4.209
H 4.336 -4.049 4.025
H 3.211 -4.878 4.936
H 5.332 -6.068 5.118
H 4.971 -5.196 6.655
H 6.361 -3.505 5.713
H 8.576 -4.451 5.886
H 7.831 -5.973 6.057
H 8.346 -4.832 8.194
H 6.724 -4.517 8.110
H 7.621 -2.700 9.761
H 7.694 -1.137 8.961
H 9.041 -2.100 9.215
C -6.565 4.539 -6.293
C -6.089 5.413 -5.179
C -4.720 5.011 -4.620
O -4.410 5.686 -3.488
C -3.011 5.470 -3.139
N -6.083 6.809 -5.464
H -6.457 3.522 -5.915
H -5.863 4.687 -7.114
H -7.575 4.783 -6.624
H -6.719 5.350 -4.292
H -3.921 4.976 -5.361
H -4.887 3.977 -4.317
H -2.803 4.402 -3.067
H -2.743 5.813 -2.140
H -2.303 6.035 -3.745
H -5.327 6.953 -6.117
H -5.815 7.230 -4.586
C 0.743 -8.220 -0.489
C 2.089 -7.688 0.091
C 2.698 -8.334 1.385
O 1.671 -8.334 2.352
C 2.041 -8.929 3.627
N 2.999 -7.648 -1.028
H -0.011 -8.006 0.268
H 0.680 -9.293 -0.668
H 0.358 -7.926 -1.465
H 1.966 -6.652 0.410
H 3.532 -7.708 1.705
H 3.080 -9.318 1.114
H 2.974 -9.493 3.601
H 1.260 -9.574 4.029
H 2.029 -8.166 4.405
H 3.893 -7.300 -0.712
H 3.203 -8.636 -1.080
C -2.798 4.120 6.995
C -3.344 2.682 7.253
C -4.692 2.508 6.504
O -5.682 3.301 7.082
C -6.901 3.391 6.492
N -2.409 1.817 6.794
H -3.581 4.857 7.173
H -2.555 4.211 5.936
H -1.958 4.412 7.625
H -3.524 2.547 8.320
H -5.016 1.472 6.609
H -4.660 2.652 5.424
H -7.613 3.881 7.156
H -7.346 2.410 6.659
H -7.044 3.989 5.592
H -2.613 0.886 7.129
H -1.562 2.068 7.285
C 1.350 0.762 -2.413
C 1.157 -0.332 -1.234
C 0.392 0.121 -0.002
O 1.024 1.272 0.672
C 0.123 1.708 1.795
N 0.509 -1.496 -1.871
H 2.048 0.259 -3.083
H 1.978 1.549 -1.997
H 0.454 1.155 -2.894
H 2.147 -0.712 -0.981
H 0.537 -0.769 0.611
H -0.655 0.383 -0.154
H -0.180 0.806 2.327
H -0.866 1.997 1.441
H 0.563 2.519 2.376
H 0.431 -2.207 -1.159
H 0.897 -2.006 -2.651
C 3.355 -5.264 -10.314
C 3.108 -3.894 -9.807
C 4.060 -3.343 -8.741
O 4.213 -4.385 -7.832
C 5.043 -3.944 -6.781
N 3.037 -3.014 -10.954
H 3.375 -5.979 -9.491
H 4.266 -5.391 -10.899
H 2.655 -5.428 -11.132
H 2.142 -3.816 -9.308
H 3.739 -2.347 -8.437
H 5.005 -3.102 -9.228
H 5.799 -3.223 -7.093
H 5.511 -4.835 -6.363
H 4.391 -3.516 -6.020
H 2.069 -2.952 -11.237
H 3.427 -3.436 -11.784
```

Löwdin population analysis, charges in e, atoms 1 to 8: -0.07, -0.18, -0.27, -0.20, -0.07, -0.18, -0.18, -0.21